No. 1
20
Properties=species:S:1:pos:R:3 method="wB97M-V/def2-TZVPD" gap_ev="7.299 / 7.300" largest_force_ev_per_a=0.71 e_homo_ev="-7.09 / -7.09" energy_ha=-568.7916 multiplicity=1
O 1.4414 -1.5791 -0.4622
O 1.8223 -0.3353 1.4189
O -0.1865 -1.4402 1.0757
O 1.0538 1.9946 -0.1935
N -1.0643 -1.2282 -1.6965
N -0.3924 1.2669 1.5681
C -1.0826 1.0457 -0.7898
C 0.8396 -0.6988 0.4865
C 0.1353 1.2613 0.1965
C -0.5093 -0.0552 -1.5417
H 2.0288 -1.1345 1.9311
H 2.3138 -1.2026 -0.6282
H 0.4018 1.4334 2.1798
H -1.8813 -1.4661 -1.1519
H -2.0154 0.7734 -0.2952
H -0.6480 -0.7572 1.6024
H -1.0313 2.0528 1.6613
H -1.1978 1.9612 -1.3738
H -0.4677 -2.0031 -1.9560
H 0.4396 0.1111 -2.0314

***

No. 2
21
Properties=species:S:1:pos:R:3 method="wB97M-V/def2-TZVPD" gap_ev=9.516 largest_force_ev_per_a=4.63 e_homo_ev=-9.11 energy_ha=-967.0405 smiles="CC(=O)N[C@@](C)(N)S(=O)(=O)O" multiplicity=1
S -2.2513 0.0862 -0.1301
O -3.1968 -0.8850 -0.5452
O 2.3982 -0.4230 0.6109
O -1.8771 1.2891 -0.8554
O -2.5317 0.7989 1.3501
N -0.2601 -1.1234 1.4772
N 0.3941 0.4917 0.0343
C 1.7701 0.4847 0.1469
C -0.3430 -1.6922 -0.8805
C 2.4265 1.6504 -0.4560
C -0.3861 -0.7282 0.2305
H 0.3346 -0.7127 2.1048
H 2.7761 1.2600 -1.4724
H -1.2731 -2.2533 -0.9680
H 3.2452 1.9312 0.1791
H 0.4209 -2.4225 -0.8143
H -0.2585 -1.1928 -1.8229
H -2.7417 1.8161 1.2092
H 1.6704 2.4315 -0.7455
H -0.0685 1.3107 -0.3088
H -0.2482 -2.1172 1.6564

***

No. 3
21
Properties=species:S:1:pos:R:3 method="wB97M-V/def2-TZVPD" gap_ev=10.288 largest_force_ev_per_a=3.78 e_homo_ev=-9.82 energy_ha=-967.0156 smiles="CS(=O)(=O)[C@](N)(CN)C(=O)O" multiplicity=1
S 1.6464 0.1335 0.2059
O 2.0284 0.8548 1.3874
O -1.8656 1.5980 0.9525
O -0.4146 2.2073 -0.6466
O 2.0733 -1.2629 0.2087
N -1.3986 -1.8889 -1.0437
N -0.6829 -0.7293 1.2154
C -0.9044 1.3956 0.0566
C 2.3507 0.8988 -1.2795
C -0.4723 -0.7542 -1.3296
C -0.3214 -0.0534 0.0617
H -0.5932 -1.6546 1.0046
H 1.4903 1.3134 -1.8095
H 2.8298 0.0664 -1.8978
H 3.0696 1.6568 -1.3233
H -0.9218 -2.8032 -0.5460
H -1.7918 -2.2580 -1.9010
H -0.2787 -0.4637 2.0491
H -2.0113 0.7977 1.4908
H -1.0985 -0.1980 -2.0946
H 0.5357 -0.9771 -1.7025

***

No. 4
21
Properties=species:S:1:pos:R:3 method="wB97M-V/def2-TZVPD" gap_ev=11.081 largest_force_ev_per_a=4.64 e_homo_ev=-10.41 energy_ha=-966.8705 smiles="CC(C)(C)N1NOS(=O)(=O)O1" multiplicity=1
S 2.0593 -1.6030 0.6085
O 3.3652 -1.8577 0.0496
O 1.4552 -2.5759 1.4111
O 1.1441 -1.1356 -0.6170
O 2.0544 -0.1864 1.4572
N 1.6696 0.7963 0.4326
N 0.8099 0.2420 -0.4759
C -1.1316 -0.8960 0.6638
C -0.8021 1.7526 0.3545
C -1.4107 0.3572 -1.5296
C -0.6457 0.3445 -0.1575
H -0.2841 1.9756 1.1626
H -2.3561 0.7050 -1.4422
H 2.6355 1.0612 -0.0697
H -0.6160 2.3053 -0.5353
H -0.3320 -1.4776 1.0919
H -1.8180 -0.6120 1.4512
H -0.8328 1.0001 -2.2269
H -1.8186 1.9452 0.4936
H -1.7871 -1.6061 -0.0505
H -1.3584 -0.5347 -2.0718